(1)
29
Properties=species:S:1:pos:R:3:forces:R:3 method="wB97M-V/def2-TZVPD" s_squared=2.139 de_lowest_kj_mol=113.9 spin_multiplicity=3 total_charge=+2
Cl 0.9245 -0.1490 -2.4030 -1.8 0.5 2.0
C -3.0667 -1.2406 -0.7537 -0.1 -0.9 0.4
C -2.9008 -1.0494 0.6597 0.4 -0.3 -0.1
C -1.6103 -1.5949 1.0329 -0.1 -0.1 -0.4
H -3.6097 -0.5911 1.3437 0.1 -0.1 -0.2
C -0.9855 -2.1316 -0.1632 -1.2 -0.7 0.4
C -1.9154 -1.9216 -1.2522 -0.5 -1.3 0.9
H -1.7392 -2.2842 -2.2598 -0.1 0.4 0.0
H -3.9473 -0.9815 -1.3266 0.1 0.2 0.0
H -1.1689 -1.6472 2.0268 -0.3 0.0 -0.2
C 0.3246 -2.8481 -0.2207 0.3 0.3 -0.2
Mo -1.2799 0.0351 -0.4162 4.0 2.2 -3.7
C -1.2725 1.4512 1.0455 -1.4 3.4 4.0
C -1.5949 1.8016 -1.8886 -0.4 2.8 -1.4
O -1.3123 2.2776 1.8669 0.4 -3.2 -3.1
O -1.6507 2.7560 -2.5217 0.2 -3.3 1.9
H 1.0107 -2.4547 0.5399 -0.1 -0.2 -0.1
H 0.7826 -2.6953 -1.2033 0.0 -0.2 0.2
H 0.2049 -3.9263 -0.0418 -0.2 0.3 0.0
C 3.3171 2.2217 -0.3856 0.0 0.5 -1.0
S 1.6201 2.0535 0.1956 1.7 0.5 0.7
C 1.8909 0.8574 1.5211 -0.3 -0.4 0.5
O 1.2407 3.3701 0.7906 -0.2 -0.6 -0.4
H 3.7665 1.2360 -0.4871 -0.2 -0.1 0.0
H 3.8543 2.8477 0.3396 -0.3 -0.2 0.0
H 3.2703 2.7137 -1.3626 0.1 0.0 0.2
H 1.7324 1.3841 2.4753 0.0 -0.1 -0.3
H 1.1916 0.0191 1.4144 0.2 0.2 0.1
H 2.9230 0.4908 1.4341 -0.4 0.2 0.0

(2)
30
Properties=species:S:1:pos:R:3:forces:R:3 method="wB97M-V/def2-TZVPD" e_tot_ev=-35449.7561 s_squared=6.016 spin_multiplicity=5 total_charge=+2
Cl -2.8612 0.3952 -2.2450 -1.0 -0.3 0.4
C 0.5726 -2.5105 -1.7973 0.3 0.9 -1.2
C 1.7012 -1.7067 -1.3770 0.1 -1.2 -0.3
C 1.5288 -0.3946 -1.8649 0.7 0.3 0.3
H 2.5798 -2.0966 -0.8678 -0.2 0.1 -0.1
C 0.2664 -0.2680 -2.4894 -1.3 -1.2 -0.2
C -0.3938 -1.5814 -2.4360 1.8 -0.2 -0.4
H -1.2258 -1.8832 -3.0695 0.1 0.1 0.2
H 0.5115 -3.5930 -1.8984 0.2 0.2 0.2
H 2.2684 0.4093 -1.8371 -0.2 -0.3 0.1
C -0.3367 0.9160 -3.0725 0.5 0.6 -0.1
Pt -0.8981 -1.7625 -0.3431 0.5 1.0 -1.5
C -0.0357 -2.3777 1.2419 2.6 -2.1 5.8
C -2.6214 -1.2775 0.1462 -6.6 1.2 2.8
O 0.4635 -2.7274 2.2237 -1.8 1.3 -3.6
O -3.6902 -1.0442 0.5215 3.9 -0.8 -1.4
H 0.0044 1.8305 -2.5857 -0.3 0.1 0.0
H -1.5293 0.8256 -2.8742 0.9 0.5 -0.5
H -0.1898 0.9847 -4.1530 -0.2 0.0 -0.1
C -0.8591 2.2540 3.5710 -0.7 0.3 0.5
N 0.4139 1.9353 2.9946 0.4 -0.9 -1.3
C 0.5607 1.0957 1.9291 0.5 0.9 1.2
N 1.8741 0.8345 1.6155 -0.4 -0.1 -0.3
O -0.3946 0.5804 1.3229 0.0 -0.3 -0.4
H -1.6446 1.7371 3.0197 0.1 0.1 0.1
H -1.0435 3.3319 3.5220 0.0 -0.2 0.0
H -0.8877 1.9327 4.6175 -0.1 0.1 -0.2
H 1.2482 2.2765 3.4529 -0.2 -0.1 -0.1
H 2.0458 0.4532 0.6945 0.1 0.3 0.4
H 2.5720 1.4310 2.0380 0.1 -0.2 -0.3

(3)
28
Properties=species:S:1:pos:R:3:forces:R:3 method="wB97M-V/def2-TZVPD" de_lowest_kj_mol=0.0 smiles="CC(C)=N[C@H](N=[NH2+])Oc1ccc(Cl)cc1" total_charge=+1
C -1.1588 -0.0418 2.4560 -0.3 0.1 -0.3
C 0.0406 -0.9167 2.4078 -0.1 0.0 0.1
C 0.3537 -1.6793 3.6514 0.1 -0.1 0.1
N 0.8546 -1.0848 1.4492 0.7 -0.2 -0.1
C 0.9822 -0.5087 0.1669 -2.2 -0.5 0.1
N 2.4217 -0.2339 0.0002 1.6 0.0 0.2
N 3.1954 -0.8202 0.7837 -1.5 1.1 -1.2
O 0.0709 0.5427 -0.1517 2.2 -0.6 1.9
C -0.3856 0.7900 -1.4123 -0.6 0.1 -1.6
C -1.7498 1.0868 -1.5170 0.7 -0.2 0.3
C -2.2959 1.4173 -2.7348 0.3 0.0 -0.5
C -1.4786 1.4613 -3.8654 0.4 -0.2 0.6
Cl -2.1529 1.8830 -5.3812 -0.1 0.1 -0.3
C -0.1188 1.1664 -3.7632 -0.6 0.1 -0.3
C 0.4275 0.8202 -2.5426 -0.2 -0.1 0.8
H -1.5298 0.1975 1.4654 0.0 0.0 0.1
H -0.8817 0.8904 2.9479 0.0 0.1 0.1
H -1.9415 -0.5038 3.0520 0.0 0.0 0.1
H 1.2447 -2.2898 3.5242 0.0 0.0 0.0
H -0.4816 -2.3255 3.9066 -0.1 -0.1 0.1
H 0.4992 -0.9936 4.4832 -0.1 0.1 0.1
H 0.8338 -1.3183 -0.5836 0.2 0.2 0.0
H 2.7824 -1.3671 1.5623 -0.4 -0.1 0.0
H 4.1934 -0.6952 0.6409 0.2 0.1 -0.1
H -2.3624 1.0622 -0.6301 -0.1 0.0 0.1
H -3.3475 1.6372 -2.8202 -0.1 0.0 0.0
H 0.5038 1.2196 -4.6414 0.0 0.0 -0.1
H 1.4810 0.6042 -2.4542 0.2 0.0 -0.1